Entry from OMol25: a 3-piece molecular cluster, C22H41ClN5O8 overall (the ωB97M-V functional and the def2-TZVPD basis).

As for the total energy: -2198.07818 Ha. Its frontier orbital gap is 6.93 eV. As for the energy above the lowest of the compared OMol25 structures with the same formula, charge and spin: 0.00 kJ/mol.

The geometry in ORCA input format:
```
! RIJCOSX wB97M-V def2-TZVPD def2/J DEFGRID3
* xyz 1 1
C -5.88368 1.79204 -5.13802
C -4.53697 1.99254 -4.17083
O -4.57643 1.44355 -2.95414
N -3.39679 2.78739 -4.76819
C -2.69897 3.66925 -3.75476
C -1.08890 3.21929 -3.79615
C -0.81826 1.73242 -3.14784
C 0.03319 1.96391 -1.76109
C -0.15127 0.74519 -0.66366
C 0.78091 -0.64380 -0.71352
C 1.90837 -0.90221 -1.87499
C 1.79422 -2.34355 -2.64880
C 0.28673 -3.00337 -2.65895
O 2.37240 -2.34170 -4.02245
C 0.44172 -1.70929 0.53165
Cl 1.45168 -3.30371 0.64601
N -0.60365 -1.50581 1.57312
N -1.31351 -0.34543 1.53474
N -2.28816 -0.20848 2.55586
C -1.26833 0.82086 0.57941
C -2.26881 2.14105 0.79450
N -3.72120 1.83062 0.38651
H -5.71764 2.47132 -6.10506
H -5.89889 0.65659 -5.42337
H -6.80149 2.15305 -4.50498
H -2.68804 2.18292 -5.23850
H -3.14101 3.61381 -2.67075
H -2.80855 4.78490 -4.14240
H -0.50358 4.01861 -3.13417
H -0.68683 3.33752 -4.89660
H -1.78172 1.07293 -3.01743
H -0.11238 1.16061 -3.92033
H 1.17953 2.01382 -2.08529
H -0.18363 2.99416 -1.22435
H 3.01948 -0.69940 -1.48961
H 1.72825 -0.06583 -2.70762
H 2.47594 -3.10457 -2.03130
H 0.16611 -3.53601 -3.71816
H 0.15014 -3.87195 -1.85334
H -0.58064 -2.22244 -2.57218
H 1.74793 -1.77951 -4.58109
H -2.06170 0.62498 3.14233
H -3.25036 -0.11544 2.11034
H -2.17207 2.51322 1.90031
H -1.93424 3.05073 0.09856
H -4.23884 1.82400 1.31645
H -3.66536 0.81042 0.09359
C -0.32699 7.69631 5.41210
C -1.39123 6.69477 4.99750
O -0.97225 5.94058 3.85308
C -0.05956 4.96611 4.09337
O 0.41885 4.68044 5.17870
O 0.25331 4.38187 2.90906
C 1.28774 3.40638 3.00583
H -0.04900 8.33449 4.56724
H -0.68610 8.32546 6.23103
H 0.58681 7.19331 5.74270
H -2.29848 7.23451 4.70474
H -1.66524 6.02710 5.82215
H 1.05314 2.65019 3.76173
H 2.24008 3.89662 3.23166
H 1.37660 2.90755 2.03665
C 3.09727 -6.13090 2.90692
C 3.21708 -6.20754 1.39452
O 4.45159 -6.82272 1.00517
C 4.50449 -8.17150 1.14051
O 3.60710 -8.88900 1.55078
O 5.74291 -8.58313 0.76809
C 5.96796 -9.97653 0.96498
H 3.97031 -5.62999 3.33732
H 2.19483 -5.58560 3.19622
H 3.05231 -7.12841 3.35447
H 3.22673 -5.19248 0.98260
H 2.36528 -6.72997 0.94462
H 5.19543 -10.57819 0.47564
H 6.00990 -10.19787 2.03621
H 6.93446 -10.23105 0.52095
*
```